1.
Here is a molecular structure, C46H63Br63N3O5 at a distorted geometry from the OMol25 dataset. Energies are from ωB97M-V/def2-TZVPD.

XYZ file:
```
180
Properties=species:S:1:pos:R:3:forces:R:3:mulliken_charge:R:1
C 1.33977 2.57444 -1.31247 0.184 0.117 -0.848 0.92
C 1.40152 3.80020 -0.32555 -0.646 -1.709 -0.366 0.56
C 1.82505 3.42988 1.13752 -0.788 0.854 -1.901 -0.05
O 1.95191 4.31672 1.92896 0.468 -0.393 0.763 -0.56
O 2.04055 2.09304 1.39574 0.751 1.562 -0.085 0.04
C 3.04194 1.89673 2.39525 -0.008 -1.183 1.135 -0.79
C 3.84605 0.56191 2.01783 -1.418 0.439 1.357 -0.73
N 3.57396 0.09023 0.62551 0.671 -2.170 0.395 1.70
C 4.73680 0.15318 -0.28658 1.180 1.519 -1.406 0.06
C 4.58493 1.28021 -1.37827 -0.342 0.497 -1.536 0.22
C 4.28000 0.83808 -2.73451 0.284 1.435 0.210 0.14
C 4.14236 1.76992 -3.83543 0.889 0.052 2.427 -1.04
C 4.27849 3.17981 -3.54241 0.303 -0.490 0.826 -0.58
C 4.58548 3.67886 -2.20994 -0.375 -2.966 -0.774 -0.75
C 4.75566 2.69688 -1.13336 -0.466 0.586 -0.780 1.57
C 5.12964 3.26678 0.26367 0.486 -0.025 -0.975 -1.64
C 3.12163 -1.27159 0.79063 -1.686 1.909 0.568 -1.34
N 3.98485 -2.32061 0.86835 0.273 -0.356 -0.395 -0.08
N 1.77473 -1.46662 0.93192 3.513 -0.821 -2.147 0.26
C 1.29026 -2.79764 0.46916 -1.955 -1.324 -0.167 -0.83
C 1.08764 -2.93396 -1.08810 -0.036 -0.401 -0.379 -0.45
C 2.24196 -3.67998 -1.87151 0.189 0.217 -0.319 0.17
C 2.82472 -2.79881 -3.02754 0.599 -0.931 0.771 0.31
O 2.15969 -2.10876 -3.73260 -0.356 0.313 -0.139 -0.60
O 4.19797 -2.90181 -3.23250 -1.574 0.010 -0.061 -0.47
O 1.01510 -0.47220 0.40120 -0.535 0.620 0.911 0.19
C -0.19379 -0.25127 1.19436 -1.117 -0.132 -0.768 -0.47
C -1.44004 -0.25180 0.19194 -0.668 0.307 1.816 0.59
C -2.44861 -1.32576 0.78991 0.906 0.079 0.085 -1.14
C -2.17923 1.14710 0.33067 0.212 -0.266 -0.739 0.75
C -3.14633 1.46923 -0.88374 -0.507 0.945 0.487 0.45
C -2.75067 2.86375 -1.54179 0.498 -0.885 -0.339 -0.58
C -4.65552 1.63346 -0.42562 0.801 -0.219 -0.235 -0.81
H 0.31171 2.16436 -1.47214 0.672 0.400 0.395 -0.24
H 1.68013 2.92326 -2.32624 -0.325 -0.369 0.927 -0.14
H 2.00168 1.72275 -1.04047 -0.482 0.746 0.043 -0.72
H 0.36361 4.22722 -0.28484 1.035 -0.058 0.210 0.50
H 2.07478 4.58524 -0.76377 -0.531 -0.869 0.973 -0.56
H 3.70981 2.77032 2.55496 -0.566 -0.541 -0.490 0.45
H 2.52376 1.71852 3.37772 0.536 0.170 -0.807 0.47
H 3.43618 -0.22586 2.71377 0.515 0.746 -0.508 0.40
H 4.92390 0.66702 2.28405 -0.662 -0.145 -0.616 0.51
H 5.71068 0.36914 0.23841 -1.008 -0.411 -0.071 0.55
H 4.91994 -0.78484 -0.86705 -0.519 0.794 0.706 -0.98
H 4.18123 -0.25791 -2.92517 0.037 1.064 0.172 -0.14
H 3.93208 1.35019 -4.86510 1.414 0.664 2.145 0.60
H 4.16756 3.89301 -4.38517 0.075 -0.444 0.739 0.39
H 4.68909 4.76959 -2.02160 -0.052 -1.014 -0.128 0.43
H 4.34000 3.91775 0.71621 0.506 -0.782 -0.356 0.14
H 6.01387 3.94390 0.10556 -0.687 -0.727 0.352 0.63
H 5.42246 2.41755 0.91873 -0.197 0.913 -0.153 0.22
H 4.15507 -2.85771 1.71046 -0.423 0.066 -0.290 0.25
H 4.43077 -2.63200 -0.00124 0.243 0.237 0.690 -0.39
H 0.27037 -2.92637 0.92438 1.013 0.225 -0.265 0.09
H 1.88928 -3.66355 0.82453 -0.175 1.042 0.049 0.69
H 0.87924 -1.97438 -1.61501 0.100 -0.550 0.682 0.14
H 0.16713 -3.56499 -1.22134 0.780 0.673 0.216 0.48
H 3.03454 -4.08234 -1.19701 -0.492 0.345 -0.612 0.48
H 1.77860 -4.55768 -2.39704 0.562 0.712 0.407 -0.47
H 4.37184 -2.38184 -4.04178 -0.005 -0.187 0.215 0.36
H -0.16489 0.73160 1.71861 0.498 -0.805 -0.379 -0.09
H -0.26866 -1.08436 1.93477 0.007 0.730 -0.470 0.38
H -1.13209 -0.47615 -0.85823 -0.122 0.231 0.850 0.59
H -3.49109 -1.20701 0.41736 0.810 -0.227 0.114 0.37
H -2.05630 -2.36983 0.63808 -0.603 0.843 -0.031 0.28
H -2.43757 -1.15843 1.90284 -0.319 -0.167 -0.960 0.10
H -1.44700 1.99603 0.40161 -0.433 -0.851 0.093 0.04
H -2.73289 1.08792 1.30751 0.291 0.260 -1.103 -1.10
H -3.03550 0.64172 -1.62959 -0.293 0.677 0.470 0.33
H -2.30690 3.52725 -0.75982 -0.578 -0.294 -0.626 0.18
H -3.61773 3.34408 -2.06018 0.791 -0.366 0.719 -0.25
H -1.96433 2.70193 -2.32818 -0.538 0.242 0.671 0.23
H -4.72765 2.55567 0.21173 -0.010 -0.895 -0.473 0.07
H -5.28861 1.79960 -1.33453 0.377 -0.301 0.838 0.18
H -4.99644 0.74132 0.16456 0.099 0.860 -0.620 0.21
C -6.58669 4.03243 -3.73948 -0.050 0.094 0.021 -0.38
Br -6.39902 4.74981 -1.95297 -0.028 -0.106 -0.221 -0.08
Br -4.88479 3.48976 -4.48129 -0.259 0.026 -0.051 0.03
Br -7.88213 2.59978 -3.80793 0.189 0.135 0.065 -0.04
H -6.96441 4.83389 -4.36515 0.053 -0.110 0.069 0.49
C -7.08232 2.09653 -7.54016 -0.007 0.007 0.020 0.18
Br -8.93950 2.61623 -7.67815 0.264 -0.070 -0.020 -0.01
Br -6.79574 0.28628 -8.15507 -0.041 0.240 0.054 -0.01
Br -5.91792 3.35300 -8.43750 -0.162 -0.162 0.081 -0.01
H -6.82302 2.11912 -6.48665 -0.029 -0.007 -0.131 -0.17
C -0.10358 -7.27615 -3.92519 -0.074 -0.066 -0.046 -0.39
Br -1.67929 -8.37558 -3.72312 0.232 0.115 0.028 0.00
Br -0.54974 -5.39841 -4.04735 0.049 -0.164 0.049 -0.03
Br 1.19655 -7.61394 -2.53087 -0.168 0.050 -0.114 -0.02
H 0.36019 -7.55474 -4.86517 -0.043 0.043 0.127 0.47
C -5.33422 3.23892 3.69482 -0.015 0.068 -0.025 0.24
Br -7.18946 3.76069 3.73923 0.208 -0.192 -0.138 0.00
Br -5.11188 1.43032 3.05321 -1.281 0.013 -0.062 -0.05
Br -4.25308 4.50182 2.70178 -0.174 -0.097 0.046 -0.05
H -4.98029 3.25390 4.71900 -0.027 0.004 -0.142 -0.24
C 0.32320 -11.30034 -1.60156 -0.097 -0.017 -0.092 0.22
Br 2.17400 -11.47051 -2.13511 -0.205 0.007 0.100 -0.05
Br -0.81659 -12.53568 -2.55225 0.264 0.199 0.183 0.10
Br 0.11757 -11.45423 0.31738 0.166 -0.081 -0.170 0.00
H 0.00366 -10.29996 -1.87646 0.033 -0.109 0.066 -0.26
C 7.79111 -2.92135 -0.43616 0.205 0.151 0.142 -0.35
Br 7.62981 -4.29517 0.91647 -0.068 0.148 -0.173 -0.05
Br 9.40855 -3.11120 -1.46985 -0.283 -0.021 0.105 0.01
Br 6.22226 -2.84821 -1.57247 0.857 -0.485 0.004 0.19
H 7.85438 -1.97092 0.08323 0.001 -0.127 -0.040 0.32
C 0.78873 1.04775 -6.93765 -0.106 0.118 -0.251 -0.38
Br 1.29529 -0.12023 -8.39240 -0.037 0.178 0.193 -0.04
Br 2.33374 1.66837 -5.94145 -1.915 -0.155 -1.215 0.14
Br -0.31494 2.51646 -7.54370 0.144 -0.165 0.085 -0.04
H 0.18724 0.46019 -6.25267 0.122 0.080 -0.051 0.37
C 10.74826 -5.14740 -4.87977 0.008 -0.178 -0.006 -0.34
Br 12.24877 -4.26678 -4.03465 -0.192 -0.049 -0.110 -0.01
Br 9.37231 -3.88600 -5.38737 0.160 -0.089 -0.004 0.01
Br 11.30338 -6.24109 -6.37061 -0.135 0.070 0.293 0.00
H 10.31310 -5.81150 -4.14129 0.046 0.120 -0.074 0.34
C -1.93120 -2.85461 5.42551 -0.068 0.042 0.124 -0.40
Br -1.49772 -4.02295 3.94422 0.007 0.168 0.103 -0.06
Br -0.33197 -2.07577 6.20524 0.022 -1.081 -0.352 -0.10
Br -3.24409 -1.53126 4.92219 0.093 -0.347 0.009 0.00
H -2.38649 -3.47097 6.19286 0.106 0.047 -0.098 0.43
C 0.61467 6.74496 -3.44366 -0.042 0.069 -0.072 -0.42
Br 1.75494 6.91950 -1.88894 -0.154 0.208 -0.291 -0.01
Br 0.72235 4.97978 -4.22567 -0.018 0.174 0.088 0.06
Br -1.20930 7.25111 -3.05328 0.259 -0.142 -0.007 -0.02
H 0.98626 7.44091 -4.18750 -0.043 -0.083 0.108 0.41
C -1.61275 2.27521 5.37533 0.215 -0.047 0.148 -0.17
Br -2.08999 1.62355 3.61639 1.253 0.397 0.742 0.52
Br -1.25128 0.82384 6.60769 -0.164 1.399 -0.259 0.13
Br -0.15061 3.53787 5.29690 -0.161 -0.190 -0.048 -0.05
H -2.47287 2.81190 5.75836 0.150 0.050 -0.150 -0.16
C 13.89534 -4.91860 -9.65843 -0.015 0.005 0.060 0.59
Br 15.75641 -4.98601 -9.14099 -0.253 -0.004 -0.055 -0.01
Br 13.12105 -6.68707 -9.79008 0.084 0.186 0.048 -0.04
Br 12.86689 -3.77123 -8.49238 0.208 0.009 -0.251 0.02
H 13.85710 -4.47966 -10.65004 -0.043 -0.147 0.264 -0.53
C -8.80171 6.25439 7.20431 -0.073 0.091 0.150 -0.27
Br -7.01235 6.19192 6.47738 -0.117 0.060 0.186 0.05
Br -9.95843 4.95189 6.36229 0.183 0.111 0.065 -0.07
Br -8.79796 6.07917 9.12831 0.046 -0.062 -0.287 -0.02
H -9.20391 7.23575 6.97299 0.093 -0.101 0.002 0.31
C -6.35469 2.40098 7.83623 -0.321 0.017 0.079 0.32
Br -4.55779 2.31378 7.11602 -0.229 -0.143 0.303 0.13
Br -7.51872 1.09371 7.01717 0.230 0.156 0.064 -0.01
Br -6.35239 2.26482 9.76295 0.063 -0.028 -0.557 0.04
H -6.75052 3.38098 7.58546 0.083 -0.099 0.000 -0.31
C -0.89166 0.41296 11.05814 -0.035 0.115 0.089 -0.38
Br 0.62973 1.39654 11.73154 -0.199 -0.122 -0.136 -0.01
Br -2.39146 1.57424 10.67882 0.178 -0.150 -0.017 0.05
Br -0.42404 -0.67101 9.52470 -0.024 -0.019 0.341 -0.03
H -1.20502 -0.26610 11.84320 0.046 0.068 -0.121 0.37
C -4.67150 -13.95596 -4.18970 -0.079 0.006 0.013 -0.33
Br -4.41122 -12.74717 -2.70395 -0.141 -0.146 -0.217 0.06
Br -5.86310 -13.21462 -5.51911 0.192 -0.073 0.156 -0.02
Br -2.98709 -14.51139 -4.96241 -0.169 0.108 0.090 -0.06
H -5.14933 -14.84596 -3.79578 0.074 0.109 -0.058 0.35
C -3.64049 -10.58672 1.25983 0.029 -0.072 0.072 -0.29
Br -3.12106 -9.82552 -0.44155 -0.193 -0.008 0.106 0.01
Br -4.85071 -9.42685 2.22278 0.137 -0.136 -0.160 -0.03
Br -4.35969 -12.36905 1.06165 0.099 0.281 -0.004 -0.03
H -2.73914 -10.67229 1.85722 -0.089 0.014 -0.113 0.30
C -9.10832 8.18454 3.62358 -0.080 -0.043 -0.014 -0.13
Br -8.76741 9.40630 5.08541 -0.082 -0.162 -0.279 0.02
Br -10.47058 8.85638 2.42822 0.205 -0.072 0.151 -0.03
Br -7.48338 7.72814 2.67946 -0.184 0.094 0.122 0.02
H -9.49171 7.26675 4.05831 0.059 0.097 -0.062 0.12
C -6.37506 11.91466 8.04869 0.049 0.052 0.057 -0.34
Br -8.23363 12.44469 8.10500 0.220 -0.096 -0.064 -0.03
Br -6.16825 10.10907 7.38808 0.025 0.199 0.133 0.01
Br -5.29909 13.17097 7.04903 -0.168 -0.182 0.097 -0.02
H -6.00988 11.92423 9.06950 -0.056 -0.003 -0.133 0.35
C 12.37480 -2.69406 -13.41218 -0.117 0.030 -0.024 -0.31
Br 14.13035 -3.18480 -12.76623 -0.112 0.178 -0.236 -0.05
Br 11.05262 -4.03235 -12.96743 0.203 0.162 0.014 0.00
Br 11.85312 -0.93631 -12.80170 0.085 -0.255 -0.037 0.00
H 12.43473 -2.65125 -14.49394 0.020 -0.016 0.144 0.33
C -5.81579 4.74527 13.09587 0.055 0.075 0.015 -0.27
Br -5.50619 5.53583 11.35897 -0.058 -0.047 0.247 -0.03
Br -6.98335 5.83733 14.18089 0.119 -0.174 -0.185 -0.02
Br -6.46185 2.92367 12.96245 0.045 0.250 0.256 -0.08
H -4.85729 4.70486 13.60108 -0.128 -0.025 -0.068 0.35
```
Positions in Å, forces in eV/Å.

Spin multiplicity = 1
Charge = +1
Kohn-Sham gap = 0.26464 hartree

=====

2.
Here is a molecular structure, C25H27ClF2N8O4ReSSe at a distorted geometry from the OMol25 dataset. Energies are from ωB97M-V/def2-TZVPD.

XYZ file:
```
70
Properties=species:S:1:pos:R:3:forces:R:3:mulliken_charge:R:1
Re 0.21912 -0.40436 -0.02034 0.683 0.245 -0.300 0.18
O 4.11467 1.41086 0.85047 -0.449 -0.405 -0.147 -0.65
Cl 3.16344 0.39572 1.17110 0.454 -0.241 1.067 1.96
O 3.77125 -0.86600 1.43111 -0.541 0.581 -0.328 -0.61
O 2.29212 0.24334 -0.12780 -0.701 0.068 1.211 -0.88
O 2.26587 0.80446 2.22534 0.360 -0.300 -0.851 -0.60
F 2.96744 -4.47715 -2.27062 0.010 -0.025 -0.049 -0.33
C 2.41116 -3.98378 -1.16594 0.011 -0.045 -0.165 0.06
C 1.63338 -2.84662 -1.26960 -0.189 0.067 -0.051 -0.98
C 1.06888 -2.30693 -0.12009 -0.051 0.250 -0.215 1.01
C 1.28190 -2.92980 1.12297 -0.078 0.170 0.140 0.51
C 2.04421 -4.08769 1.15194 0.077 -0.184 0.168 1.04
F 2.23895 -4.73497 2.30599 0.030 0.037 0.035 -0.32
C 2.63045 -4.62669 0.02895 0.162 -0.197 0.092 -0.91
C 0.67462 -2.28085 2.29195 -0.134 0.159 -0.313 0.35
C 0.76630 -2.68851 3.61158 -0.055 -0.062 0.266 -0.97
C 0.07123 -1.99849 4.59028 0.055 -0.097 0.058 -0.63
C -0.73476 -0.92355 4.24158 -0.055 -0.043 0.185 -0.88
C -0.77587 -0.54329 2.92619 0.312 -0.216 -0.341 -0.32
N -0.06371 -1.18274 1.97094 0.256 0.320 0.266 -0.10
H 1.46938 -2.41513 -2.24780 0.050 -0.006 0.054 0.68
H 3.24354 -5.51672 0.09594 -0.070 0.039 -0.015 0.55
H 1.36937 -3.54148 3.87181 0.005 0.002 -0.001 0.67
H 0.14590 -2.31460 5.62443 0.001 0.022 -0.072 0.49
H -1.31819 -0.38753 4.97905 0.046 -0.043 -0.055 0.48
H -1.37927 0.28298 2.59506 -0.040 0.152 -0.116 0.54
N -5.54338 -2.32038 -1.33296 0.226 0.069 0.086 -0.42
C -4.33036 -1.89004 -0.96830 -0.173 -0.060 -0.043 1.09
C -3.96811 -0.52762 -1.06390 -0.231 -0.020 -0.052 -0.93
C -2.70851 -0.13957 -0.73239 0.173 -0.253 0.119 -0.47
N -1.75828 -1.00921 -0.28645 -0.117 0.115 -0.165 0.29
C -2.11865 -2.31476 -0.14647 0.086 0.226 0.030 -0.31
C -3.35482 -2.77840 -0.46294 -0.202 -0.148 -0.017 -0.88
H -6.22825 -1.69032 -1.70935 -0.059 0.048 -0.019 0.21
H -5.78933 -3.29296 -1.27898 -0.013 -0.046 0.013 0.21
H -4.68427 0.21383 -1.40210 0.091 -0.093 0.009 0.39
H -2.41789 0.89583 -0.79742 0.053 0.028 -0.035 0.59
H -1.36148 -2.98570 0.23123 0.028 0.006 -0.027 0.49
H -3.57762 -3.83124 -0.32829 0.015 0.112 -0.034 0.39
C -3.90843 2.94880 2.00465 0.056 0.029 -0.053 -1.12
C -2.57380 3.41522 2.59205 -0.058 -0.126 -0.170 -0.53
C -1.39861 3.04056 1.73339 -0.019 -0.061 -0.087 0.13
N -1.30592 1.95103 1.06011 0.409 0.042 -0.274 -0.46
N -0.09682 1.82760 0.35829 -0.582 -0.128 0.916 0.62
C 0.69644 2.87279 0.54612 -0.129 -0.244 -0.394 0.12
N 1.87762 3.05500 -0.07522 -0.118 0.125 0.146 -0.07
S 0.00310 4.05427 1.57615 -0.015 0.312 0.141 -0.19
H -4.72793 3.25393 2.65652 0.079 -0.036 -0.042 0.39
H -3.93548 1.86267 1.90084 0.000 0.059 0.012 0.22
H -4.07498 3.39227 1.01914 0.015 -0.041 0.101 0.31
H -2.42332 2.97110 3.57828 0.043 0.011 0.056 0.28
H -2.57835 4.49362 2.73959 0.017 0.065 -0.003 0.47
H 2.36745 2.20974 -0.33717 -0.050 0.111 -0.204 -0.18
H 2.47922 3.78259 0.28290 -0.016 -0.037 -0.010 0.30
C -0.04716 3.20891 -3.47952 0.334 -0.027 0.078 -0.80
N 1.26520 2.55030 -3.37750 -0.315 0.456 -0.270 0.29
C 2.47385 3.13819 -3.70756 -0.411 0.038 0.114 -0.43
C 3.43010 2.21805 -3.47829 -0.003 -0.409 0.207 -0.41
N 2.79203 1.07909 -3.01404 0.476 -0.314 0.071 0.31
C 3.47580 -0.18577 -2.67657 0.001 0.107 -0.396 -0.78
C 1.47118 1.29415 -2.96483 0.285 0.148 0.211 -0.23
Se 0.10149 0.07160 -2.52287 0.041 -0.142 -0.135 -0.04
H 0.07200 4.11434 -4.06517 0.033 0.022 -0.018 0.34
H -0.41705 3.46248 -2.48846 0.035 -0.023 0.048 0.25
H -0.75152 2.55195 -3.97370 -0.050 -0.092 -0.071 0.36
H 2.54757 4.15200 -4.06473 -0.068 -0.079 -0.003 0.49
H 4.49941 2.26969 -3.60518 -0.092 -0.063 0.027 0.47
H 4.54501 -0.02201 -2.76088 0.036 0.055 -0.042 0.33
H 3.17711 -0.96057 -3.37768 -0.021 0.018 -0.102 0.36
H 3.23440 -0.48350 -1.66482 0.060 -0.011 -0.238 0.22
```
Positions in Å, forces in eV/Å.

Spin multiplicity = 4
Charge = +2
⟨S²⟩ = 3.78
Energy above the lowest of the compared OMol25 structures with the same formula, charge and spin = 9.03 kcal/mol
Kohn-Sham gap (spin up / spin down) = 0.31476 / 0.25134 hartree

=====

3.
Here is a single C4H6O molecule at a distorted geometry from the OMol25 dataset. Energies are from ωB97M-V/def2-TZVPD.

XYZ file:
```
11
Properties=species:S:1:pos:R:3:forces:R:3:mulliken_charge:R:1
C 0.95818 -0.04547 2.22385 -0.341 0.074 -0.336 0.23
C 0.34524 0.15903 1.20704 0.513 -0.254 0.897 -0.64
C -0.36855 0.37801 -0.04584 -0.241 0.048 -0.256 0.20
C -0.23816 -0.82505 -0.98735 -0.011 0.185 0.309 -1.15
O 0.20115 1.54158 -0.63788 -0.394 0.308 -0.650 -0.54
H 1.47280 -0.21407 3.14896 -0.131 0.054 -0.325 0.42
H -1.43685 0.56879 0.18763 0.398 -0.169 -0.075 0.17
H -0.77618 -0.60149 -1.90725 -0.041 -0.103 -0.101 0.37
H 0.81804 -0.99281 -1.21918 -0.197 -0.014 0.067 0.31
H -0.66852 -1.71511 -0.52277 0.076 0.033 -0.114 0.32
H -0.30716 1.74660 -1.44720 0.371 -0.162 0.586 0.31
```
Positions in Å, forces in eV/Å.

Spin multiplicity = 1
Charge = 0
Energy above the lowest of the compared OMol25 structures with the same formula, charge and spin = 31.98 kcal/mol
Kohn-Sham gap = 0.39888 hartree